1.
{"formula": "C7H18", "method": "the ωB97M-V functional and the def2-TZVPD basis", "charge": -1, "e_above_lowest_kcal_mol": 34.93, "mol_weight_g_mol": 102.22, "homo_ev": [1.4, -7.2], "spin_multiplicity": 2, "gap_ev": [2.52, 11.15], "elements": ["C", "C", "C", "C", "H", "H", "H", "H", "H", "H", "H", "H", "H", "H", "C", "C", "C", "H", "H", "H", "H", "H", "H", "H", "H"], "xyz": [[1.40771, 0.23912, 0.68784], [1.71118, -0.98672, 1.60043], [0.67342, 1.32013, 1.45410], [2.71196, 0.61779, -0.04902], [0.60056, -0.04722, -0.14391], [0.76503, -1.35233, 2.12703], [2.49063, -0.75204, 2.32446], [1.33179, 1.83388, 2.16982], [0.18788, 2.08063, 0.93563], [-0.23974, 0.83912, 1.89868], [2.99157, -0.03190, -0.84208], [2.68648, 1.66725, -0.38501], [3.48767, 0.65049, 0.78213], [2.00145, -1.80492, 0.96428], [-1.52052, -0.15149, -1.29629], [-1.91585, -1.20646, -0.30776], [-2.67693, 0.24145, -2.27446], [-1.26603, 0.81419, -0.80619], [-0.66288, -0.49651, -1.96674], [-2.50408, -2.03852, -0.58101], [-3.01045, 1.23598, -1.91102], [-2.27584, 0.46626, -3.20817], [-2.53023, -0.84797, 0.48443], [-1.13265, -1.71004, 0.26740], [-3.31212, -0.58020, -1.92457]], "forces_ev_per_a": [[-1.571, -1.064, -1.932], [-2.071, 0.288, -0.235], [0.170, -1.201, 1.564], [-0.026, 1.823, 2.670], [1.919, 0.043, 1.739], [1.197, 0.623, -0.442], [-0.022, -0.065, 0.056], [-0.386, -0.327, 0.272], [-0.295, 1.475, -1.774], [1.013, 0.230, 0.420], [0.233, -0.682, -0.561], [-0.155, -0.397, -0.284], [-0.368, -0.253, -1.201], [0.494, -0.488, -0.185], [1.372, 0.837, -1.701], [0.768, -0.314, 1.597], [0.278, 0.352, 3.979], [0.509, -0.988, 0.079], [-0.784, 0.422, 1.201], [-0.682, -0.945, -1.563], [-0.601, -0.705, -0.079], [0.042, -0.679, -2.092], [-0.609, 1.100, 0.704], [0.639, 0.405, -0.317], [-1.064, 0.509, -1.914]]}

=====

2.
{"formula": "C7H18", "method": "the ωB97M-V functional and the def2-TZVPD basis", "charge": 0, "e_above_lowest_kcal_mol": 1.74, "mol_weight_g_mol": 102.22, "homo_ev": -10.8, "spin_multiplicity": 1, "gap_ev": 11.91, "smiles": "CC(C)C.CCC", "elements": ["C", "C", "C", "C", "H", "H", "H", "H", "H", "H", "H", "H", "H", "H", "C", "C", "C", "H", "H", "H", "H", "H", "H", "H", "H"], "xyz": [[-1.62739, 0.29598, -1.20114], [-1.71704, 1.73784, -0.71539], [0.39219, -0.49191, 1.39960], [-2.67560, -0.62248, -0.59007], [-1.71709, 0.27802, -2.28818], [-0.85767, 2.30892, -1.06009], [-1.74423, 1.77992, 0.37163], [-2.61951, 2.21418, -1.09417], [-2.45304, -1.65982, -0.83196], [-0.28540, -1.30324, 1.14379], [-0.19467, 0.40622, 1.57651], [0.89637, -0.75257, 2.32762], [-2.69289, -0.51807, 0.49323], [-3.66941, -0.39005, -0.96933], [1.42659, -0.27040, 0.30139], [2.14610, -1.57962, -0.00618], [2.36068, 0.87360, 0.67723], [0.94767, 0.04390, -0.62640], [-0.65733, -0.11374, -0.96009], [2.90572, -1.43141, -0.77629], [1.43344, -2.31791, -0.36839], [2.63305, -1.97910, 0.88549], [3.10585, 1.03355, -0.09713], [1.78847, 1.79097, 0.79664], [2.87514, 0.66722, 1.61168]], "forces_ev_per_a": [[-0.283, -0.006, 0.003], [0.004, -0.254, -0.137], [0.047, 0.093, -0.297], [-0.042, 0.150, -0.170], [0.036, -0.033, -0.093], [0.045, 0.149, -0.013], [0.011, 0.043, 0.120], [-0.079, 0.099, 0.015], [-0.082, -0.121, 0.012], [-0.120, -0.085, 0.008], [-0.102, 0.091, 0.051], [0.061, -0.054, 0.146], [-0.013, -0.037, 0.117], [-0.133, -0.006, 0.037], [0.222, 0.007, 0.056], [0.176, 0.287, 0.008], [-0.036, -0.257, -0.057], [0.009, -0.035, 0.120], [-0.036, 0.012, -0.104], [0.025, -0.066, 0.016], [-0.024, -0.135, -0.015], [0.034, -0.033, 0.020], [0.145, 0.065, -0.086], [-0.004, 0.141, 0.054], [0.137, -0.014, 0.187]]}